DFT (ωB97M-V/def2-TZVPD) results for a gas-phase ion, C5H10NO (charge +2) in a non-equilibrium geometry.

Net charge: +2
Energy above the lowest of the compared OMol25 structures with the same formula, charge and spin: 48.57 kcal per mole
HOMO-LUMO gap (alpha / beta): 9.05 / 4.77 eV
Multiplicity: 2
LUMO energy (alpha / beta): -10.42 / -14.66 eV

Each line ends with the Mulliken spin population.
Positions of all 17 atoms, in Å:
1 O 1.967 -0.875 -0.558  0.006
2 N -0.334 -0.345 -1.567  0.022
3 C 0.829 -0.796 1.454  0.027
4 C -1.379 1.696 -0.609  0.392
5 C -0.545 -0.222 0.960  0.049
6 C -0.758 0.504 -0.467  0.350
7 C 1.743 -0.254 0.495  0.018
8 H -1.388 2.332 0.238  0.036
9 H 2.461 0.540 0.664  0.005
10 H -0.905 0.514 1.651  0.000
11 H -1.370 -0.914 0.906  0.056
12 H 1.027 -1.974 1.281  -0.001
13 H 0.914 -0.561 2.539  0.002
14 H 0.676 -0.800 -1.347  0.008
15 H -1.755 2.147 -1.511  0.013
16 H -0.884 -1.215 -1.677  0.019
17 H -0.300 0.225 -2.451  -0.003